Record 1
Density functional theory data (ωB97M-V/def2-TZVPD) for an isolated molecule of C23H23N5O4S.

Output
Total charge: 0
SMILES: CCc1ccc(N2C[C@@H](C(=O)Nc3ccc(S(=O)(=O)Nc4ncccn4)cc3)CC2=O)cc1
Kohn-Sham gap in Eh: 0.320
LUMO level in eV: 0.29
F_max in eV/Å: 1.320
HOMO energy in eV: -8.415
Total energy in hartree: -1863.240480

Last column: Löwdin charge in e.
CARTESIAN COORDINATES (ANGSTROEM)
O -7.46 1.59 1.01  -0.2716
C 8.03 -0.04 -3.62  -0.2145
O -0.62 0.70 -0.83  0.0941
N -0.89 1.04 1.41  0.1397
C 6.83 -0.48 -1.48  -0.0324
H 8.83 0.42 -3.03  0.1137
C -7.06 -1.12 2.32  -0.4402
C 4.41 0.37 -2.49  -0.0140
C -6.20 -2.26 0.57  -0.1060
H -2.11 1.33 3.68  0.1136
H -6.87 -4.31 0.37  0.0964
H 5.78 -0.86 0.34  0.1041
O 3.88 -1.65 1.23  0.0814
C 3.12 -0.85 0.74  -0.4298
H 7.24 0.17 -5.62  0.0711
S -6.74 1.51 2.24  0.6809
H 1.60 0.30 -1.51  0.1323
C -2.79 1.30 2.84  -0.0084
H 1.62 1.61 1.20  0.1556
C 1.34 0.77 0.57  -0.1919
C -5.00 1.37 1.95  -0.3051
C 4.48 -0.08 -1.17  -0.1841
C 7.94 0.67 -4.97  -0.1167
C -7.70 -3.27 2.08  -0.1276
C -0.16 0.84 0.27  -0.4252
N -7.11 0.04 3.02  -0.0115
C -6.92 -3.39 0.94  -0.0494
H 3.47 0.69 -2.91  0.1045
H -7.76 0.07 3.79  0.1284
H 1.72 -0.51 2.34  0.1265
C 2.18 0.74 -0.70  -0.0920
C -4.51 1.21 0.67  -0.0508
C 6.77 -0.03 -2.80  -0.2363
N 3.33 -0.08 -0.36  0.0162
H -5.55 -2.25 -0.29  0.1144
H -4.56 1.55 4.03  0.1186
N -6.26 -1.14 1.26  0.1297
H 8.92 0.66 -5.45  0.0697
H -0.38 1.11 2.27  0.1453
H 7.77 -0.82 -1.08  0.1159
N -7.77 -2.15 2.77  0.1310
O -7.00 2.50 3.24  -0.2881
H 8.32 -1.09 -3.79  0.1178
C -2.28 1.14 1.55  -0.2024
C -3.15 1.10 0.46  0.0156
H 5.45 0.74 -4.30  0.1027
C 5.71 -0.51 -0.67  0.0018
C 5.54 0.39 -3.28  -0.0353
H 2.51 1.74 -1.00  0.1402
C -4.15 1.41 3.04  -0.0500
H 7.64 1.70 -4.84  0.0765
H -5.22 1.18 -0.15  0.1160
H -8.29 -4.10 2.46  0.1092
H -2.76 0.97 -0.54  0.1031
C 1.72 -0.55 1.26  -0.0253
H 1.07 -1.37 0.94  0.1426

Record 2
Density functional theory data (ωB97M-V/def2-TZVPD) for a structure of composition C31H47NO3P2RuS.

Output
Total charge: +2
<S²>: 6.062
Kohn-Sham gap (spin up / spin down) in Eh: 0.239 / 0.151
Spin multiplicity: 5
LUMO level (spin up / spin down) in eV: -5.72 / -8.65
F_max in eV/Å: 3.378
HOMO energy (spin up / spin down) in eV: -12.217 / -12.745
Total energy in hartree: -2664.914844

Last column: Löwdin charge in e.
CARTESIAN COORDINATES (ANGSTROEM)
C 4.91 0.99 1.52  -0.0069
H 0.53 0.80 2.83  0.1083
H 3.64 -4.03 1.27  0.1115
H 4.62 1.89 2.08  0.0434
S 4.09 4.60 3.88  0.6755
C 1.73 -2.30 3.69  -0.0420
H -0.90 -0.82 3.75  0.1058
C -1.26 -0.46 2.78  -0.1703
H -5.23 -4.86 -5.43  0.0644
C 2.73 -3.51 0.93  -0.0319
C -4.40 -4.70 -4.73  -0.2596
H -2.38 -4.43 -7.03  0.0511
H -2.11 0.21 3.00  0.1291
H 0.54 1.58 0.59  0.0849
H 4.07 0.24 4.60  0.1288
C 2.71 3.59 1.95  -0.3962
H 5.40 -1.54 -0.41  0.1154
H 5.88 0.64 1.94  0.1199
H -3.72 -5.56 -4.75  0.0526
H -5.81 -0.60 -1.64  0.0715
C 2.94 7.09 3.13  -0.0043
H 4.42 -0.25 -1.12  0.0928
C 1.38 7.12 1.26  -0.0294
H 2.65 -3.62 -0.16  0.0813
H -2.35 -1.03 -1.15  0.0338
H 3.50 7.57 3.92  0.1311
H -5.91 -0.49 -4.53  0.0913
H 1.12 5.21 0.21  0.1244
C 2.05 7.79 2.30  -0.0171
C -0.12 0.72 0.79  -0.2382
Ru 0.99 -1.07 0.88  1.2847
O 2.22 2.74 1.18  0.0979
H -4.96 1.16 -3.34  0.0660
C -0.12 0.27 2.14  -0.2194
H 1.86 -3.99 1.39  0.0730
C 4.37 -1.21 -0.58  -0.0184
H -0.20 -2.64 -1.01  0.1129
H 2.29 0.28 4.68  0.0918
N 3.58 3.34 2.95  0.0351
H -3.25 1.25 -2.78  0.0371
H 5.08 1.26 0.46  0.0959
C -5.40 -1.44 -4.29  -0.4049
C -1.77 -1.68 1.98  -0.1646
C 3.09 -0.29 2.78  -0.1497
H -0.43 -3.29 1.33  0.1059
C 3.15 0.48 4.04  0.0078
H -5.13 -2.24 -1.41  0.0563
H -4.78 -4.58 -3.71  0.0414
C -4.92 -2.12 -5.57  -0.4250
C -0.56 -1.88 -0.31  -0.2408
H -2.80 -2.77 -7.52  0.0513
C 3.65 -1.07 0.70  -0.1958
H 1.87 8.85 2.47  0.1238
H 0.69 7.68 0.62  0.1193
H -3.61 0.94 -4.50  0.0583
C -3.16 -3.65 -6.98  -0.2624
C 3.11 5.72 2.92  -0.2086
O 3.57 4.51 5.22  -0.2170
H 1.25 -1.64 4.41  0.0772
H -1.28 1.40 -0.84  0.1125
H -2.25 0.68 0.45  0.1157
P -3.43 -3.20 -5.21  0.9415
H -0.86 -0.53 -1.92  0.1139
C 2.44 5.06 1.91  -0.1336
H -4.60 -1.38 -6.31  0.0884
H -5.72 -2.75 -6.01  0.0956
C -3.95 0.76 -3.47  -0.2398
H -6.11 -2.08 -3.74  0.0874
H -2.70 -1.44 1.44  0.1064
C -4.89 -1.18 -1.58  -0.2484
C -0.72 -2.28 1.05  -0.2418
H 3.88 -1.94 -1.23  0.0830
H 3.20 1.56 3.80  0.0556
H -4.27 -0.83 -0.74  0.0244
C 2.75 -2.06 1.28  -0.4013
C -1.31 -0.74 -0.94  -0.2216
C 3.87 -0.05 1.64  -0.1829
P -3.94 -1.06 -3.16  0.9331
H -2.02 -2.46 2.71  0.1202
H 0.98 -3.00 3.31  0.0717
C 2.33 -1.51 2.58  -0.3321
C 1.59 5.75 1.03  0.0168
H 2.51 -2.88 4.21  0.1062
C -1.32 0.57 -0.12  -0.1767
H -4.08 -4.02 -7.44  0.0690
O 5.50 4.85 3.70  -0.2135

Record 3
Density functional theory data (ωB97M-V/def2-TZVPD) for a structure of composition C21H35GaIN3O4PSi.

Output
Total charge: -1
Kohn-Sham gap in Eh: 0.236
LUMO level in eV: 2.51
F_max in eV/Å: 0.964
HOMO energy in eV: -3.920
Total energy in hartree: -4139.852811

Last column: Löwdin charge in e.
CARTESIAN COORDINATES (ANGSTROEM)
C 4.51 3.56 -1.57  -0.3555
C -1.73 3.46 3.66  -0.2509
O -2.35 -2.02 2.60  0.0319
C 0.04 -1.94 0.84  -0.1548
O 3.20 3.68 -1.43  -0.0248
C 1.04 2.62 -1.26  -0.1807
H 1.07 3.36 -0.47  0.0973
H 0.15 -1.19 0.07  0.0363
C 0.64 1.27 -0.68  -0.3207
H -4.77 -2.24 -5.38  0.0939
N -0.17 -1.34 2.16  -0.1796
H 0.13 -2.02 4.60  0.0679
C 2.81 -1.22 -2.76  -0.1354
C 3.79 -2.19 -2.66  -0.0647
C -1.20 1.10 5.49  -0.2367
H 5.07 4.26 -0.94  0.1396
H 0.28 2.91 -1.99  0.1125
N 1.51 -1.47 -2.63  0.0689
Ga -0.26 0.60 2.13  0.1667
O 2.44 2.50 1.69  -0.5330
H -2.50 3.90 4.30  0.0143
H -1.49 -2.75 4.90  0.0696
H -3.85 0.32 4.25  0.0145
I 3.38 -0.57 2.43  0.2244
C 2.05 -3.78 -2.28  -0.0687
H 2.90 1.64 -1.69  0.1014
H -0.91 2.39 0.30  0.0348
C -1.79 -1.04 -3.35  -0.1519
C -3.60 1.05 3.48  -0.2326
C -3.90 -1.88 -4.83  -0.0871
C -1.17 -1.96 2.91  -0.5965
H -0.96 -0.73 -2.73  0.0747
C -3.75 -2.18 -3.49  -0.1610
C -1.85 -0.68 -4.69  -0.0662
H -1.06 -0.08 -5.13  0.1014
H -1.41 0.80 -0.22  0.0409
H -0.79 -2.60 0.55  0.0813
H -0.26 -3.57 3.89  0.0797
H -3.72 0.53 2.53  0.0094
H -0.77 3.85 3.99  0.0124
H 4.83 -1.92 -2.76  0.1021
C 1.15 -2.73 -2.40  -0.1529
H 1.71 -4.78 -2.08  0.1003
H 1.77 3.19 1.70  0.0010
C -0.68 -2.61 4.19  -0.0134
C 3.40 -3.50 -2.41  -0.0820
H -3.01 -0.85 -6.49  0.0991
C -2.93 -1.11 -5.45  -0.0928
N -2.72 -1.78 -2.75  0.0687
P 1.91 1.37 2.85  0.2859
H -0.21 0.65 5.43  -0.0048
H 2.34 2.69 -3.01  0.1249
H 4.14 -4.28 -2.32  0.1015
H -1.86 0.38 5.97  0.0105
H -1.90 3.81 2.63  0.0091
H -4.49 -2.78 -2.97  0.1004
C 2.41 2.58 -1.94  -0.1582
O 5.08 2.78 -2.31  0.0465
H -1.10 1.99 6.11  0.0098
H 1.50 0.82 -0.17  0.0647
H -4.29 1.88 3.55  0.0104
H 0.08 -2.91 -2.31  0.0966
H 0.97 -2.52 0.84  0.0524
Si -1.78 1.56 3.72  0.4479
H 0.41 0.59 -1.50  0.0644
H 3.07 -0.18 -2.94  0.0968
C -0.59 1.35 0.26  -0.2620

Record 4
Density functional theory data (ωB97M-V/def2-TZVPD) for a structure of composition C18H18As2BF7N3O9Pt.

Output
Total charge: -1
Kohn-Sham gap in Eh: 0.263
LUMO level in eV: 0.86
F_max in eV/Å: 0.862
HOMO energy in eV: -6.282
Total energy in hartree: -6853.057436

Last column: Löwdin charge in e.
CARTESIAN COORDINATES (ANGSTROEM)
H 3.00 -1.03 2.08  0.0362
F -1.13 0.63 -5.59  0.1408
C -1.71 4.86 1.12  0.0756
O -3.55 2.04 0.38  0.0884
N 1.62 2.62 -0.14  -0.3111
C -1.24 -4.57 2.20  -0.0804
O 0.99 6.86 2.27  0.0583
C 0.01 -2.16 1.65  -0.3954
B 3.44 -2.00 -0.80  -1.2886
O 1.62 1.89 -1.16  -0.0709
H -2.51 -3.34 -1.92  0.0348
H 1.68 4.86 1.11  0.1346
C 0.17 -0.54 -4.01  -0.5524
F 3.69 -0.71 -0.29  0.0753
H 2.77 0.72 2.08  0.0236
C -0.40 5.29 1.34  -0.1477
Pt 0.62 -0.09 -1.12  0.7977
H -0.21 1.64 2.38  0.0347
C 0.49 -3.85 -1.92  -0.2134
As 0.74 -0.43 1.22  1.0933
F 0.24 -0.86 -6.38  0.1485
C -1.94 3.68 0.48  -0.0519
H 0.45 -2.09 3.76  0.0991
F 4.63 -2.69 -0.99  0.1206
N -0.17 6.52 2.08  -0.3686
H -0.70 0.13 3.19  0.0313
C -0.56 0.62 2.22  -0.2348
C 2.30 -0.23 2.32  -0.2297
F 2.62 -2.69 0.14  0.0365
H -0.64 -4.24 4.24  0.1011
C -1.21 -4.08 0.90  -0.0978
H -2.28 -1.79 -2.74  0.0234
H 1.45 -3.97 -1.42  0.0327
O 2.59 2.71 0.59  0.0939
C 0.09 0.07 -5.43  -0.5464
H 2.00 -0.26 3.37  0.0334
C -0.01 -2.65 2.95  -0.0959
H -1.72 -5.52 2.41  0.1010
C 0.67 4.55 0.90  0.0729
H -2.79 -1.81 -1.04  0.0389
H -1.69 -4.64 0.11  0.0961
C -2.18 -2.31 -1.79  -0.2329
F 1.00 1.02 -5.65  0.1547
H -1.50 0.63 1.67  0.0295
O -0.18 -1.70 -3.88  0.0013
As -0.34 -2.26 -1.22  1.1153
O -1.14 7.14 2.48  0.0593
C 0.45 3.39 0.18  -0.0698
C -0.88 2.85 -0.10  -0.3347
H -0.16 -4.69 -1.70  0.0326
O 0.55 0.30 -3.14  -0.1258
F 2.72 -1.90 -2.01  0.0551
N -3.34 3.23 0.44  -0.3478
C -0.57 -2.88 0.62  -0.3770
H 0.63 -3.73 -2.99  0.0327
H -2.54 5.42 1.51  0.1315
O -1.09 1.81 -0.72  -0.0353
C -0.63 -3.86 3.23  -0.0808
O -4.20 4.08 0.51  0.0541

Record 5
Density functional theory data (ωB97M-V/def2-TZVPD) for an isolated molecule of C6H7NS2.

Output
Total charge: 0
Kohn-Sham gap in Eh: 0.317
LUMO level in eV: 0.10
F_max in eV/Å: 5.620
HOMO energy in eV: -8.541
Total energy in hartree: -1083.801822

Last column: Löwdin charge in e.
CARTESIAN COORDINATES (ANGSTROEM)
H -1.88 -2.41 1.65  0.0127
H 0.40 3.38 -0.16  0.0338
H -1.92 -0.11 0.89  0.0829
C -1.28 -0.79 0.41  -0.1839
S 1.28 -1.43 -0.62  0.9606
H -3.06 -1.98 0.41  0.0932
S 4.01 -0.39 -0.90  0.5995
C -1.99 -2.15 0.70  -0.0744
H -1.63 -3.05 0.25  0.0630
C 0.57 1.42 -0.32  -0.1807
H 2.67 1.90 -0.38  0.1863
C -0.15 2.50 -0.28  0.0037
H -1.29 2.63 -0.27  0.0938
N 1.91 1.17 -0.63  -0.0699
C -0.06 -0.61 -0.05  -0.4351
C 2.41 -0.10 -0.70  -1.1856

Record 6
Density functional theory data (ωB97M-V/def2-TZVPD) for a structure of composition C3H3FN2OS.

Output
Total charge: 0
Kohn-Sham gap in Eh: 0.334
LUMO level in eV: -0.05
F_max in eV/Å: 4.640
HOMO energy in eV: -9.126
Total energy in hartree: -798.751942

Last column: Löwdin charge in e.
CARTESIAN COORDINATES (ANGSTROEM)
H -1.10 -2.07 -0.19  0.1979
N 1.14 -0.42 -0.51  0.1216
C -1.07 0.15 0.19  -0.8390
O -0.71 -1.61 -1.31  -0.1573
F 2.21 1.30 0.94  0.0956
S -2.51 -0.44 0.41  0.7871
C -0.10 1.06 0.78  -0.0239
N -0.27 -0.38 -0.87  -0.2558
H -0.38 1.98 1.50  0.1722
H 1.68 -0.19 -1.43  0.1938
C 1.13 0.62 0.49  -0.2921